Record 1
DFT (wB97M-V/def2-TZVPD) results for a 6-piece molecular cluster, C44H68Br2F10N5O20PS overall in a non-equilibrium geometry.

Positions of all 151 atoms, in Å:
C1 0.86 2.03 4.01
C2 0.94 1.40 2.59
C3 -0.42 1.01 2.03
N1 -0.44 -0.22 1.21
S1 0.84 -1.10 0.67
O1 1.66 -1.57 1.74
O2 0.30 -2.08 -0.22
C4 1.98 -0.15 -0.42
F1 2.43 0.98 0.13
F2 1.30 0.17 -1.54
C5 3.24 -1.01 -0.83
F3 4.26 -0.57 -0.07
F4 3.11 -2.32 -0.60
C6 3.66 -0.77 -2.30
F5 3.71 0.54 -2.54
F6 4.92 -1.24 -2.39
C7 2.82 -1.52 -3.41
F7 1.76 -2.12 -2.90
F8 2.40 -0.62 -4.30
F9 3.57 -2.41 -4.04
C8 -1.74 -0.70 0.98
N2 -2.12 -1.83 1.45
C9 -3.54 -2.38 1.19
O3 -4.40 -1.97 1.94
O4 -3.51 -3.17 0.26
C10 -1.26 -2.67 2.26
C11 -0.94 -3.94 1.79
C12 -0.11 -4.70 2.59
C13 0.34 -4.15 3.78
C14 -0.07 -2.88 4.16
N3 -0.88 -2.13 3.40
N4 -2.62 0.14 0.33
P1 -3.18 -0.29 -1.28
C15 -2.03 -1.44 -2.08
C16 -4.85 -1.02 -1.24
C17 -2.63 1.57 0.77
C18 -3.11 2.53 -0.33
C19 -4.62 2.55 -0.60
F10 -4.82 2.98 -1.91
C20 -3.75 1.68 1.87
C21 -3.48 1.15 3.26
O5 -3.17 0.07 3.59
Br1 -3.82 2.51 4.67
C22 -1.25 2.10 1.30
Br2 -0.15 2.63 -0.28
C23 -1.45 3.34 2.18
C24 -0.40 4.46 2.15
N5 -0.75 5.48 1.15
H1 -0.12 1.91 4.45
H2 1.57 1.53 4.67
H3 1.13 3.08 4.00
H4 1.49 2.07 1.95
H5 1.55 0.51 2.71
H6 -1.02 0.78 2.92
H7 -1.33 -4.28 0.85
H8 0.21 -5.68 2.28
H9 0.99 -4.71 4.43
H10 0.27 -2.44 5.09
H11 -2.36 -1.47 -3.12
H12 -1.02 -1.04 -2.06
H13 -2.05 -2.44 -1.65
H14 -5.53 -0.39 -1.79
H15 -4.85 -2.05 -1.60
H16 -5.18 -1.08 -0.20
H17 -2.65 2.32 -1.29
H18 -2.82 3.54 -0.06
H19 -5.12 3.27 0.04
H20 -5.09 1.57 -0.49
H21 -4.57 1.04 1.51
H22 -4.09 2.70 1.98
H23 -1.50 2.98 3.21
H24 -2.39 3.84 1.96
H25 0.62 4.11 2.06
H26 -0.46 4.95 3.13
H27 -0.07 5.51 0.40
H28 -0.77 6.40 1.57
C25 -7.62 -1.96 3.22
C26 -7.62 -2.08 1.72
O6 -8.68 -2.94 1.25
C27 -9.90 -2.42 1.27
O7 -10.20 -1.30 1.60
O8 -10.76 -3.35 0.83
C28 -12.13 -2.95 0.87
H29 -7.55 -2.95 3.68
H30 -6.76 -1.37 3.54
H31 -8.52 -1.48 3.59
H32 -6.70 -2.54 1.38
H33 -7.71 -1.10 1.24
H34 -12.27 -2.02 0.32
H35 -12.46 -2.83 1.90
H36 -12.69 -3.74 0.39
C29 6.38 -3.71 -1.12
C30 6.81 -4.94 -0.36
O9 8.23 -5.13 -0.40
C31 8.95 -4.33 0.38
O10 8.51 -3.49 1.13
O11 10.24 -4.62 0.21
C32 11.13 -3.78 0.95
H37 6.74 -3.75 -2.15
H38 5.29 -3.64 -1.14
H39 6.78 -2.80 -0.66
H40 6.39 -5.83 -0.81
H41 6.48 -4.91 0.68
H42 10.88 -3.78 2.01
H43 11.10 -2.76 0.56
H44 12.12 -4.20 0.80
C33 -5.73 6.37 -0.91
C34 -4.27 6.22 -0.56
O12 -3.81 7.25 0.33
C35 -4.18 7.13 1.60
O13 -4.85 6.25 2.07
O14 -3.67 8.16 2.28
C36 -4.04 8.20 3.66
H45 -5.93 7.35 -1.32
H46 -6.02 5.61 -1.64
H47 -6.36 6.24 -0.03
H48 -3.65 6.32 -1.45
H49 -4.05 5.25 -0.12
H50 -3.80 7.26 4.15
H51 -5.11 8.40 3.75
H52 -3.47 9.01 4.10
C37 5.15 2.76 -0.74
C38 6.10 3.52 0.16
O15 5.73 4.91 0.27
C39 4.67 5.17 1.03
O16 4.02 4.36 1.64
O17 4.46 6.48 1.01
C40 3.30 6.90 1.73
H53 5.10 3.24 -1.72
H54 5.49 1.73 -0.86
H55 4.15 2.75 -0.32
H56 7.11 3.52 -0.25
H57 6.14 3.08 1.16
H58 3.33 6.54 2.76
H59 2.39 6.54 1.24
H60 3.31 7.98 1.72
C41 5.66 -8.19 -8.70
C42 6.67 -7.41 -7.88
O18 6.41 -6.00 -7.89
C43 5.40 -5.60 -7.12
O19 4.73 -6.31 -6.41
O20 5.27 -4.28 -7.26
C44 4.17 -3.73 -6.53
H61 5.62 -7.80 -9.71
H62 5.95 -9.24 -8.73
H63 4.67 -8.12 -8.26
H64 7.67 -7.51 -8.32
H65 6.72 -7.77 -6.85
H66 4.22 -4.01 -5.49
H67 3.23 -4.06 -6.96
H68 4.25 -2.65 -6.63

Properties
- HOMO-LUMO gap: 7.55 eV
- LUMO: -0.596 eV

Record 2
DFT (wB97M-V/def2-TZVPD) results for a 20-piece molecular cluster, C44H68Cl58FNO5S2 overall.

Positions of all 179 atoms, in Å:
C1 -3.95 -3.27 -5.36
C2 -4.74 -2.12 -4.70
C3 -3.83 -1.17 -3.89
C4 -3.33 -1.82 -2.58
N1 -3.92 -1.13 -1.42
C5 -3.24 0.17 -1.17
C6 -3.99 1.09 -0.22
C7 -3.31 2.46 -0.06
C8 -2.22 2.38 1.04
C9 -0.94 3.23 0.91
C10 -1.24 4.62 0.32
O1 -0.28 5.60 0.68
C11 0.92 5.53 -0.05
O2 1.99 5.63 0.84
C12 3.12 4.85 0.49
C13 3.25 3.57 1.31
O3 3.24 2.41 0.45
C14 -0.39 3.45 2.33
O4 -0.24 2.18 2.95
C15 -0.32 2.22 4.35
F1 -0.36 0.88 4.73
C16 0.86 2.95 5.04
C17 1.75 2.03 5.88
O5 0.11 2.56 0.23
C18 -0.13 2.34 -1.15
C19 1.00 1.49 -1.72
Cl1 0.71 -0.21 -1.18
C20 1.13 1.62 -3.25
C21 0.16 0.75 -4.08
C22 -3.97 -1.92 -0.25
S1 -5.22 -1.87 0.78
S2 -2.60 -3.06 0.11
C23 -1.89 -2.21 1.56
C24 -0.39 -2.53 1.68
C25 0.29 -1.64 2.73
H1 -2.88 -3.21 -5.12
H2 -4.31 -4.26 -5.03
H3 -4.03 -3.23 -6.45
H4 -5.50 -2.53 -4.02
H5 -5.24 -1.53 -5.47
H6 -2.95 -0.92 -4.52
H7 -4.37 -0.24 -3.65
H8 -3.70 -2.85 -2.55
H9 -2.23 -1.86 -2.51
H10 -2.20 -0.02 -0.83
H11 -3.17 0.66 -2.15
H12 -4.00 0.63 0.78
H13 -5.04 1.18 -0.52
H14 -4.09 3.18 0.22
H15 -2.91 2.81 -1.02
H16 -2.69 2.73 1.97
H17 -1.93 1.34 1.22
H18 -1.37 4.59 -0.76
H19 -2.19 4.96 0.75
H20 0.95 6.37 -0.77
H21 0.99 4.58 -0.60
H22 3.15 4.61 -0.59
H23 4.01 5.47 0.68
H24 4.19 3.58 1.88
H25 2.42 3.51 2.02
H26 2.84 1.68 0.94
H27 -1.10 4.07 2.90
H28 0.57 3.97 2.28
H29 -1.29 2.65 4.65
H30 1.47 3.44 4.27
H31 0.44 3.74 5.66
H32 2.28 1.31 5.25
H33 2.50 2.63 6.41
H34 1.16 1.48 6.63
H35 -1.09 1.82 -1.32
H36 -0.16 3.29 -1.71
H37 1.94 1.78 -1.24
H38 0.96 2.67 -3.49
H39 2.17 1.38 -3.51
H40 -0.67 0.36 -3.47
H41 -0.28 1.32 -4.90
H42 0.70 -0.10 -4.50
H43 -2.41 -2.57 2.45
H44 -2.06 -1.13 1.50
H45 -0.29 -3.58 1.98
H46 0.07 -2.43 0.69
H47 0.33 -2.13 3.71
H48 1.33 -1.44 2.44
H49 -0.19 -0.66 2.83
C26 -8.34 0.61 -5.25
Cl2 -6.67 1.05 -4.91
Cl3 -8.44 -1.03 -5.88
Cl4 -9.34 0.79 -3.81
H50 -8.72 1.29 -6.00
C27 -5.78 0.64 5.01
Cl5 -6.62 1.86 4.06
Cl6 -4.03 0.86 4.93
Cl7 -6.32 0.63 6.69
H51 -6.00 -0.33 4.58
C28 7.20 6.26 0.32
Cl8 6.81 7.75 1.17
Cl9 7.11 4.87 1.41
Cl10 6.15 6.03 -1.08
H52 8.22 6.32 -0.05
C29 4.87 9.51 -3.47
Cl11 3.49 8.65 -4.17
Cl12 4.99 9.21 -1.74
Cl13 6.36 9.05 -4.29
H53 4.71 10.57 -3.63
C30 -7.68 -4.33 1.92
Cl14 -8.02 -2.92 2.92
Cl15 -7.46 -5.77 2.91
Cl16 -8.92 -4.59 0.71
H54 -6.74 -4.14 1.40
C31 2.57 -3.38 -4.94
Cl17 1.80 -2.33 -3.76
Cl18 2.62 -5.05 -4.36
Cl19 1.75 -3.28 -6.50
H55 3.59 -3.05 -5.07
C32 -3.69 -4.05 4.60
Cl20 -4.24 -4.60 3.02
Cl21 -2.10 -4.73 4.95
Cl22 -3.64 -2.28 4.66
H56 -4.40 -4.40 5.34
C33 6.36 3.59 5.32
Cl23 7.70 2.69 4.61
Cl24 4.86 3.18 4.51
Cl25 6.24 3.27 7.05
H57 6.55 4.64 5.18
C34 4.83 -1.64 -1.55
Cl26 6.06 -2.49 -0.63
Cl27 4.61 0.02 -1.00
Cl28 5.23 -1.68 -3.28
H58 3.89 -2.17 -1.42
C35 -4.70 -0.51 10.37
Cl29 -4.73 -1.44 8.88
Cl30 -3.34 0.61 10.39
Cl31 -6.23 0.34 10.61
H59 -4.57 -1.20 11.20
C36 7.02 -6.76 -2.02
Cl32 6.39 -7.60 -0.60
Cl33 7.21 -7.88 -3.37
Cl34 5.98 -5.41 -2.44
H60 8.00 -6.37 -1.77
C37 11.29 5.34 0.45
Cl35 10.89 6.85 1.28
Cl36 11.12 3.97 1.53
Cl37 10.27 5.14 -0.98
H61 12.31 5.40 0.12
C38 9.12 -0.51 1.25
Cl38 10.36 -1.42 2.11
Cl39 8.94 1.10 1.93
Cl40 9.49 -0.44 -0.48
H62 8.18 -1.03 1.36
C39 -7.13 4.98 -6.35
Cl41 -8.55 4.09 -6.89
Cl42 -6.85 4.76 -4.63
Cl43 -5.70 4.51 -7.28
H63 -7.31 6.03 -6.54
C40 7.50 -11.09 0.02
Cl44 6.05 -11.77 -0.72
Cl45 7.50 -11.33 1.76
Cl46 8.96 -11.75 -0.72
H64 7.48 -10.02 -0.17
C41 -6.75 -4.97 -3.29
Cl47 -6.42 -4.27 -1.71
Cl48 -7.63 -6.50 -3.13
Cl49 -7.64 -3.84 -4.31
H65 -5.80 -5.18 -3.77
C42 2.25 -10.75 -0.41
Cl50 1.10 -11.54 0.68
Cl51 1.57 -10.58 -2.03
Cl52 2.75 -9.19 0.23
H66 3.12 -11.38 -0.48
C43 -1.57 -6.20 1.39
Cl53 -2.95 -6.91 0.56
Cl54 -1.10 -7.17 2.79
Cl55 -0.20 -5.99 0.29
H67 -1.87 -5.22 1.75
C44 -2.81 4.95 -3.74
Cl56 -1.11 5.19 -3.36
Cl57 -3.09 3.29 -4.27
Cl58 -3.85 5.34 -2.37
H68 -3.07 5.61 -4.56

Properties
- HOMO-LUMO gap: 7.87 eV
- LUMO: -0.318 eV